1.
110
Properties=species:S:1:pos:R:3 method="wB97M-V/def2-TZVPD" s2=2.02 e_above_lowest_kcal_mol=44.6 charge=0 spin_multiplicity=3 homo_ev="-6.8 / -7.8" orbital_gap_ev="5.55 / 5.15"
Pd 0.464 -1.258 -1.314
N -4.368 -4.254 1.471
C -3.330 -4.081 0.576
C -3.417 -3.107 -0.426
C -2.367 -2.906 -1.303
C -1.204 -3.652 -1.183
C -1.113 -4.632 -0.205
C -2.163 -4.845 0.666
S 0.092 -3.506 -2.413
O -0.287 -2.372 -3.258
O 0.204 -4.798 -3.009
N 1.374 -3.068 -1.474
C 2.377 -2.511 -2.262
N 2.543 -2.992 -3.499
C 3.448 -2.408 -4.266
C 4.227 -1.361 -3.814
C 4.011 -0.965 -2.509
N 3.110 -1.526 -1.708
H -5.267 -3.895 1.201
H -4.391 -5.113 1.991
H -4.330 -2.531 -0.533
H -2.463 -2.200 -2.119
H -0.214 -5.233 -0.144
H -2.093 -5.628 1.411
H 3.539 -2.803 -5.272
H 4.947 -0.864 -4.446
H 4.590 -0.153 -2.081
C 3.133 1.600 0.311
O 1.935 1.460 -0.464
C 1.181 2.560 -0.542
O 1.502 3.598 -0.014
C -0.103 2.360 -1.256
C -0.626 3.436 -1.870
As -2.252 3.398 -2.958
C -1.804 4.896 -4.142
C -1.740 1.857 -4.105
C -0.747 0.970 -3.680
As -0.746 0.592 -1.798
C -2.628 0.724 -1.226
C 0.534 0.568 -4.173
O 1.322 -0.037 -3.435
O 1.025 0.871 -5.383
C 0.297 1.626 -6.342
C -2.650 1.659 -5.200
O -2.652 0.765 -6.018
O -3.625 2.632 -5.224
C -4.551 2.551 -6.300
C 0.175 4.692 -1.991
O 1.006 4.774 -2.854
O -0.132 5.750 -1.231
C -0.965 5.545 -0.088
H 3.570 0.607 0.337
H 2.877 1.940 1.316
H 3.799 2.324 -0.155
H -1.738 5.822 -3.570
H -2.602 4.998 -4.872
H -0.856 4.730 -4.648
H -2.773 1.600 -0.600
H -2.941 -0.160 -0.677
H -3.241 0.819 -2.122
H 0.973 1.757 -7.184
H 0.025 2.609 -5.952
H -0.598 1.102 -6.669
H -4.039 2.285 -7.223
H -5.015 3.531 -6.388
H -5.317 1.801 -6.099
H -1.135 6.529 0.339
H -0.455 4.912 0.639
H -1.922 5.095 -0.361
C -2.735 -1.214 3.696
Si -1.001 -1.750 4.224
C -0.729 -3.581 3.814
C -0.855 -1.603 6.115
Si 0.761 -0.587 3.081
Te -0.306 -0.465 0.819
Si 2.800 -1.779 3.264
C 2.806 -3.126 1.934
C 4.337 -0.674 3.105
C 2.906 -2.518 5.010
Si 0.864 1.580 4.071
C 1.383 1.368 5.882
C -0.896 2.285 3.950
C 2.094 2.773 3.267
H -3.505 -1.842 4.145
H -2.820 -1.297 2.609
H -2.936 -0.176 3.968
H -1.606 -4.187 4.051
H 0.118 -3.988 4.370
H -0.518 -3.685 2.749
H -1.525 -2.317 6.598
H -1.119 -0.607 6.474
H 0.162 -1.822 6.446
H 2.388 -2.743 0.999
H 2.189 -3.974 2.243
H 3.809 -3.500 1.722
H 4.409 -0.203 2.123
H 5.245 -1.259 3.261
H 4.315 0.120 3.856
H 2.090 -3.215 5.209
H 2.846 -1.721 5.757
H 3.848 -3.047 5.161
H 0.735 0.649 6.387
H 1.338 2.310 6.431
H 2.406 0.991 5.950
H -1.545 1.864 4.722
H -1.321 2.015 2.980
H -0.922 3.371 4.046
H 3.107 2.362 3.283
H 2.125 3.730 3.793
H 1.833 2.978 2.227



2.
102
Properties=species:S:1:pos:R:3 method="wB97M-V/def2-TZVPD" e_above_lowest_kcal_mol=30.7 charge=0 spin_multiplicity=1 homo_ev=-10.5 smiles="O=C1OCCO1.O=C1OCCO1.O=C1OCCO1.CCCC#N.CCCC#N.CCCC#N.CCCC#N.CCCC#N.CCCC#N" orbital_gap_ev=10.41
O -4.045 -0.765 -3.568
C -4.506 -0.254 -2.579
O -5.839 -0.257 -2.343
C -6.026 0.006 -0.937
C -4.621 0.248 -0.389
O -3.808 0.221 -1.578
H -6.748 0.822 -0.889
H -6.527 -0.824 -0.431
H -4.182 -0.459 0.312
H -4.619 1.224 0.101
O 3.723 -3.320 -0.478
C 3.255 -3.687 0.549
O 2.301 -4.598 0.731
C 1.876 -4.661 2.064
C 2.676 -3.559 2.733
O 3.635 -3.188 1.761
H 0.816 -4.384 2.081
H 1.871 -5.657 2.512
H 3.172 -3.855 3.666
H 2.049 -2.774 3.172
O -0.669 -2.642 1.638
C -0.372 -1.605 1.139
O -1.257 -0.648 0.777
C -0.589 0.127 -0.218
C 0.866 0.078 0.213
O 0.871 -1.242 0.773
H -0.704 -0.390 -1.174
H -1.066 1.101 -0.293
H 1.222 0.865 0.876
H 1.457 0.134 -0.698
C 2.309 5.728 -2.034
C 3.295 4.581 -2.264
C 2.904 3.557 -3.336
C 1.911 2.613 -2.807
N 1.145 1.857 -2.414
H 2.060 6.246 -2.957
H 2.831 6.362 -1.313
H 1.373 5.480 -1.527
H 3.550 4.037 -1.353
H 4.232 5.056 -2.564
H 3.817 2.981 -3.535
H 2.754 3.958 -4.338
C -4.815 -3.721 1.600
C -3.670 -3.506 2.569
C -2.689 -4.687 2.718
C -2.427 -5.305 1.421
N -2.289 -5.801 0.394
H -5.492 -4.513 1.945
H -4.490 -4.010 0.600
H -5.525 -2.891 1.642
H -4.209 -3.346 3.510
H -3.161 -2.553 2.428
H -3.066 -5.438 3.414
H -1.720 -4.422 3.142
C -3.732 4.265 -1.572
C -2.293 3.807 -1.646
C -1.908 3.047 -2.945
C -2.577 3.257 -4.230
N -3.152 3.370 -5.215
H -4.276 3.354 -1.317
H -4.069 4.619 -2.550
H -3.856 5.137 -0.932
H -2.111 3.205 -0.750
H -1.563 4.611 -1.507
H -1.757 2.002 -2.684
H -0.919 3.453 -3.181
C 0.295 2.798 2.588
C 1.552 3.614 2.255
C 2.566 3.620 3.371
C 2.064 4.186 4.627
N 1.718 4.656 5.616
H 0.494 1.807 3.008
H -0.456 2.632 1.810
H -0.301 3.334 3.333
H 1.103 4.591 2.048
H 1.974 3.303 1.298
H 3.482 4.106 3.036
H 2.858 2.591 3.604
C 4.052 0.782 1.578
C 4.737 0.002 2.705
C 5.905 -0.805 2.128
C 6.845 -0.003 1.363
N 7.551 0.630 0.716
H 4.721 1.616 1.336
H 3.127 1.319 1.801
H 3.912 0.215 0.658
H 4.003 -0.584 3.259
H 5.126 0.688 3.464
H 5.403 -1.515 1.462
H 6.426 -1.453 2.834
C 0.467 -3.953 -3.511
C -0.381 -3.125 -2.549
C -1.874 -3.450 -2.443
C -2.333 -4.416 -3.437
N -2.645 -5.179 -4.233
H 0.133 -3.904 -4.551
H 0.317 -4.999 -3.236
H 1.519 -3.681 -3.501
H -0.213 -2.054 -2.665
H 0.033 -3.415 -1.575
H -2.512 -2.574 -2.621
H -2.300 -3.828 -1.508



3.
107
Properties=species:S:1:pos:R:3 method="wB97M-V/def2-TZVPD" e_above_lowest_kcal_mol=0.0 charge=+2 spin_multiplicity=1 homo_ev=-13.3 orbital_gap_ev=6.18
Sn 0.054 0.046 -0.510
C -0.117 4.198 -2.269
C 0.964 4.450 -1.237
C 1.594 5.820 -1.403
O 0.345 4.396 0.093
P 0.635 3.265 1.134
O 1.112 1.977 0.563
C -0.919 3.170 2.044
P -2.188 2.653 0.852
O -1.687 1.569 -0.032
O -2.645 3.841 -0.034
C -3.517 4.933 0.395
C -4.904 4.684 -0.163
C -2.900 6.223 -0.113
O -3.472 2.296 1.692
C -3.484 1.304 2.757
C -3.561 2.013 4.101
C -4.688 0.405 2.535
O 1.793 3.692 2.117
C 1.927 4.833 3.009
C 1.318 6.106 2.450
C 1.371 4.491 4.382
H 0.333 4.120 -3.257
H -0.833 5.018 -2.266
H -0.638 3.268 -2.051
H 1.720 3.663 -1.288
H 0.832 6.590 -1.287
H 2.028 5.904 -2.397
H 2.382 5.988 -0.670
H -1.174 4.118 2.515
H -0.819 2.381 2.790
H -3.557 4.934 1.489
H -4.867 4.640 -1.251
H -5.573 5.490 0.135
H -5.293 3.741 0.217
H -2.976 6.274 -1.199
H -1.848 6.271 0.167
H -3.426 7.073 0.319
H -2.566 0.716 2.678
H -4.462 2.625 4.144
H -2.699 2.657 4.273
H -3.611 1.275 4.900
H -5.603 0.994 2.576
H -4.724 -0.363 3.307
H -4.629 -0.073 1.558
H 3.010 4.953 3.086
H 0.229 6.043 2.409
H 1.686 6.298 1.445
H 1.596 6.943 3.088
H 0.280 4.477 4.383
H 1.704 5.236 5.102
H 1.735 3.517 4.707
S -3.405 -3.613 0.104
C -4.374 -2.254 -0.369
C -5.759 -2.146 -0.423
C -6.296 -0.946 -0.841
C -5.472 0.123 -1.212
C -4.099 0.021 -1.167
C -3.536 -1.178 -0.722
N -2.196 -1.453 -0.582
C -1.980 -2.655 -0.181
C -0.649 -3.204 0.021
C -0.415 -4.592 -0.065
C 0.854 -5.115 0.081
C 1.939 -4.292 0.338
C 1.752 -2.909 0.441
C 0.479 -2.482 0.269
H -6.390 -2.981 -0.152
H -7.370 -0.833 -0.887
H -5.928 1.044 -1.549
H -3.449 0.834 -1.457
H -1.263 -5.229 -0.281
H 0.999 -6.181 -0.017
H 2.934 -4.697 0.460
H 2.586 -2.258 0.649
C 2.607 0.183 4.508
C 1.265 0.623 3.944
S 0.646 -0.663 2.809
O -0.564 -0.060 2.139
C -0.052 -1.835 4.042
C -1.373 -1.361 4.613
H 3.050 0.980 5.102
H 3.285 -0.069 3.692
H 2.506 -0.690 5.151
H 1.378 1.503 3.312
H 0.530 0.809 4.726
H 0.705 -1.974 4.813
H -0.169 -2.771 3.495
H -1.247 -0.472 5.230
H -1.808 -2.141 5.234
H -2.069 -1.131 3.808
C 0.122 0.001 -4.730
C 0.216 -0.121 -3.220
O 0.269 -1.220 -2.658
O 0.224 0.978 -2.562
H -0.345 -0.893 -5.130
H 1.126 0.101 -5.143
H -0.445 0.891 -4.988
N 5.534 0.669 1.261
N 4.529 0.510 0.363
N 4.699 0.755 -0.913
C 3.547 0.354 -1.425
N 2.731 -0.114 -0.478
N 3.374 -0.006 0.667
H 6.294 1.206 0.869
H 5.221 0.966 2.173
H 3.308 0.388 -2.471



4.
132
Properties=species:S:1:pos:R:3 method="wB97M-V/def2-TZVPD" e_above_lowest_kcal_mol=0.0 charge=0 spin_multiplicity=1 homo_ev=-9.9 orbital_gap_ev=9.64
C -5.154 3.449 -5.619
C -3.860 2.648 -5.866
C -3.727 1.364 -5.004
C -2.743 1.509 -3.816
C -1.785 0.306 -3.657
C -1.517 -0.030 -2.187
C -0.515 -1.188 -2.013
C -0.985 -2.258 -1.002
C 0.171 -2.940 -0.244
C 0.441 -4.366 -0.767
C 1.879 -4.877 -0.584
C 2.825 -4.544 -1.749
C 2.802 -3.086 -2.179
O 3.671 -2.835 -3.301
S 5.240 -2.530 -3.037
O 5.653 -1.924 -4.276
O 5.047 -1.246 -1.951
O 6.283 -1.293 -1.203
C 6.023 -0.791 0.108
C 5.835 -1.890 1.162
C 5.112 -3.131 0.632
C 5.227 -1.366 2.476
C 4.080 -0.345 2.407
C 3.535 -0.171 3.837
C 2.922 -0.753 1.489
H -5.914 3.241 -6.371
H -4.956 4.523 -5.616
H -5.586 3.211 -4.641
H -2.990 3.288 -5.709
H -3.857 2.340 -6.915
H -4.714 1.154 -4.584
H -3.417 0.545 -5.667
H -2.183 2.444 -3.906
H -3.322 1.590 -2.890
H -0.838 0.576 -4.130
H -2.224 -0.555 -4.163
H -1.120 0.875 -1.716
H -2.476 -0.262 -1.712
H 0.420 -0.772 -1.626
H -0.310 -1.649 -2.982
H -1.666 -1.797 -0.287
H -1.546 -3.022 -1.551
H 1.069 -2.320 -0.281
H -0.104 -3.015 0.816
H 0.223 -4.368 -1.842
H -0.274 -5.036 -0.287
H 1.826 -5.966 -0.505
H 2.275 -4.523 0.373
H 2.519 -5.164 -2.597
H 3.837 -4.847 -1.469
H 3.032 -2.430 -1.340
H 1.804 -2.817 -2.527
H 6.919 -0.210 0.343
H 5.188 -0.094 0.049
H 6.842 -2.241 1.414
H 4.054 -2.953 0.454
H 5.186 -3.921 1.384
H 5.585 -3.501 -0.278
H 6.026 -0.894 3.057
H 4.868 -2.230 3.044
H 4.459 0.618 2.044
H 2.955 -1.067 4.078
H 2.922 0.721 3.949
H 4.386 -0.160 4.523
H 2.587 -1.772 1.707
H 3.166 -0.699 0.425
H 2.065 -0.098 1.661
C -0.753 5.876 -2.137
Br -2.411 5.144 -1.509
Br 0.755 5.036 -1.289
Br -0.589 5.796 -4.053
H -0.739 6.920 -1.854
C 4.126 7.651 -0.349
Br 5.350 8.928 0.392
Br 4.145 6.011 0.652
Br 2.354 8.397 -0.463
H 4.440 7.424 -1.357
C -1.285 -0.801 3.263
Br -1.015 0.483 1.854
Br -2.044 -2.416 2.565
Br 0.321 -1.122 4.275
H -2.000 -0.376 3.950
C 1.013 2.460 -6.888
Br 1.316 2.785 -5.015
Br 0.028 0.844 -7.275
Br 0.204 3.987 -7.739
H 1.991 2.325 -7.325
C -3.048 -1.920 -8.269
Br -1.317 -2.696 -8.578
Br -3.580 -2.026 -6.428
Br -3.127 -0.113 -8.938
H -3.772 -2.501 -8.822
C -3.097 -2.610 7.027
Br -2.834 -4.218 6.011
Br -1.502 -2.086 7.966
Br -3.776 -1.171 5.941
H -3.853 -2.823 7.770
C 0.397 7.942 2.830
Br -0.488 6.811 1.549
Br -0.813 8.549 4.197
Br 1.941 7.072 3.576
H 0.748 8.816 2.299
C -9.207 1.032 -6.098
Br -7.479 0.226 -6.344
Br -9.773 0.936 -4.262
Br -9.244 2.839 -6.757
H -9.915 0.463 -6.682
C 4.070 12.196 3.068
Br 3.268 13.269 4.449
Br 3.486 10.367 3.156
Br 3.770 12.944 1.321
H 5.136 12.200 3.239
C -2.737 -8.096 7.760
Br -4.471 -7.598 8.428
Br -2.657 -7.989 5.840
Br -1.334 -7.073 8.583
H -2.574 -9.131 8.023
C -1.678 -11.624 5.148
Br -1.681 -13.408 4.433
Br -1.237 -11.612 7.025
Br -0.525 -10.455 4.153
H -2.682 -11.236 5.057
C -5.840 6.644 0.629
Br -5.817 4.909 -0.209
Br -4.165 7.047 1.482
Br -6.351 8.016 -0.618
H -6.594 6.613 1.401
C 1.105 -3.679 10.424
Br 0.220 -3.002 11.990
Br 2.380 -2.417 9.729
Br 1.916 -5.393 10.751
H 0.348 -3.821 9.666